(1)
{
  "formula": "C20H37AlNO5",
  "method": "wB97M-V/def2-TZVPD",
  "homo_energy_ev": -4.7,
  "orbital_gap_ev": 7.5809,
  "total_energy_ev": -39666.1991,
  "max_force_ha_per_bohr": 0.040,
  "total_charge": -1,
  "elements": ["C", "C", "C", "C", "C", "Al", "C", "C", "C", "C", "O", "O", "O", "C", "C", "C", "C", "C", "O", "C", "C", "N", "C", "C", "C", "C", "O", "H", "H", "H", "H", "H", "H", "H", "H", "H", "H", "H", "H", "H", "H", "H", "H", "H", "H", "H", "H", "H", "H", "H", "H", "H", "H", "H", "H", "H", "H", "H", "H", "H", "H", "H", "H", "H"],
  "xyz": [[-2.462, -2.087, -1.510], [-2.055, -2.746, -0.576], [-1.614, -3.588, 0.528], [-0.509, -4.539, 0.024], [0.941, -4.013, 0.244], [1.222, -2.024, 0.056], [3.091, -1.720, 0.805], [3.141, -1.184, 2.252], [3.302, -2.257, 3.338], [4.347, -3.277, 3.013], [5.525, -3.097, 3.113], [3.854, -4.487, 2.537], [0.129, -0.854, 0.922], [0.572, 0.344, 0.343], [-0.334, 1.555, 0.519], [-0.631, 1.902, 1.990], [-2.066, 1.594, 2.412], [-3.086, 2.516, 1.757], [-3.519, 2.026, 0.502], [-4.001, 3.027, -0.360], [0.572, 0.052, -1.211], [0.948, 1.136, -2.103], [0.184, 1.063, -3.361], [-1.016, 2.002, -3.363], [-0.611, 3.464, -3.660], [0.029, 4.152, -2.461], [1.031, -1.229, -1.549], [-2.981, -1.391, -2.103], [-2.489, -4.183, 0.795], [-1.314, -2.985, 1.379], [-0.576, -5.530, 0.480], [-0.646, -4.694, -1.043], [1.570, -4.486, -0.518], [1.296, -4.364, 1.216], [3.560, -0.960, 0.172], [3.675, -2.634, 0.648], [3.988, -0.499, 2.338], [2.246, -0.606, 2.479], [3.639, -1.750, 4.244], [2.357, -2.717, 3.614], [4.076, -4.500, 1.599], [1.547, 0.613, 0.781], [0.210, 2.399, 0.098], [-1.244, 1.493, -0.069], [-0.510, 2.985, 2.100], [0.115, 1.454, 2.646], [-2.301, 0.562, 2.151], [-2.190, 1.734, 3.486], [-3.953, 2.549, 2.434], [-2.714, 3.542, 1.699], [-4.986, 2.750, -0.736], [-4.045, 4.016, 0.097], [-3.355, 3.110, -1.239], [-0.515, -0.051, -1.381], [1.910, 0.954, -2.380], [0.867, 1.294, -4.180], [-0.166, 0.041, -3.538], [-1.729, 1.705, -4.135], [-1.546, 1.950, -2.413], [-1.486, 4.013, -4.006], [0.135, 3.408, -4.452], [0.143, 5.225, -2.640], [1.014, 3.757, -2.251], [-0.588, 4.065, -1.570]],
  "forces_ev_per_angstrom": [[0.33, -0.89, 1.69], [-0.60, 1.19, -1.00], [-0.13, -0.78, -0.75], [1.12, -0.07, 0.24], [-1.09, 0.35, -0.47], [0.41, -0.28, 0.36], [-0.62, 0.36, -0.22], [0.58, -0.38, -0.58], [-0.16, 0.36, 0.97], [-0.13, -0.16, -0.30], [0.21, 0.06, 0.02], [-0.17, 0.48, 0.12], [0.18, -0.22, 0.23], [-0.29, 0.11, -1.21], [0.49, 0.35, 0.77], [-0.29, 0.43, -0.40], [0.33, 0.10, -0.32], [-0.48, -0.51, 0.77], [0.19, 0.37, -0.04], [0.05, -0.18, -0.56], [-2.01, -0.42, 0.09], [0.89, -0.52, -0.33], [-0.30, -0.31, 0.36], [0.27, 0.67, -0.51], [0.16, -0.74, 0.60], [-0.16, 0.67, -0.16], [1.14, 0.21, 0.47], [0.00, 0.26, -0.59], [-0.09, -0.03, 0.31], [0.14, 0.11, 0.10], [-0.39, 0.00, 0.16], [-0.21, 0.00, -0.12], [0.21, -0.04, 0.08], [0.15, 0.16, 0.08], [0.08, -0.07, -0.14], [0.20, 0.08, 0.18], [0.07, 0.01, 0.21], [-0.14, -0.01, 0.07], [0.10, 0.03, 0.08], [-0.14, -0.30, -0.39], [0.11, -0.31, -0.13], [0.25, 0.10, -0.34], [0.16, 0.01, -0.19], [-0.22, -0.34, 0.06], [0.10, 0.07, 0.15], [-0.09, -0.27, 0.08], [-0.13, -0.11, 0.12], [0.10, -0.16, 0.17], [-0.16, 0.12, -0.11], [0.23, 0.04, -0.24], [-0.19, 0.04, 0.14], [-0.11, 0.01, 0.19], [0.16, 0.00, 0.00], [-0.14, 0.40, 0.22], [0.12, 0.13, 0.33], [-0.09, 0.21, -0.19], [0.09, -0.12, 0.03], [0.01, -0.22, -0.07], [0.01, -0.12, 0.18], [-0.01, 0.18, -0.09], [-0.15, 0.28, -0.35], [0.02, 0.07, -0.12], [0.07, -0.24, 0.17], [-0.03, -0.20, 0.14]]
}

---

(2)
{
  "formula": "C20H37As3CrN3S",
  "method": "wB97M-V/def2-TZVPD",
  "homo_energy_ev": [-10.6, -10.7],
  "orbital_gap_ev": [7.8071, 7.9179],
  "s_squared": 6.03,
  "multiplicity": 5,
  "relative_energy_ev": 1.335,
  "total_energy_ev": -247576.1381,
  "max_force_ha_per_bohr": 0.017,
  "total_charge": 1,
  "elements": ["Cr", "S", "C", "C", "C", "C", "C", "C", "C", "C", "C", "N", "H", "H", "H", "H", "H", "H", "C", "As", "C", "C", "C", "C", "C", "As", "C", "C", "C", "As", "C", "C", "H", "H", "H", "H", "H", "H", "H", "H", "H", "H", "H", "H", "H", "H", "H", "H", "H", "H", "H", "H", "H", "H", "H", "H", "H", "H", "H", "N", "N", "H", "H", "H", "H"],
  "xyz": [[1.842, -0.805, 1.217], [5.801, -0.113, 3.143], [4.672, 0.333, 4.343], [3.380, 0.138, 3.947], [3.259, -0.385, 2.628], [4.518, -0.559, 2.086], [4.674, -1.162, 0.779], [5.883, -1.527, 0.185], [5.870, -2.193, -1.022], [4.651, -2.495, -1.626], [3.498, -2.077, -1.002], [3.496, -1.403, 0.155], [5.025, 0.718, 5.283], [2.541, 0.354, 4.590], [6.811, -1.304, 0.691], [6.798, -2.491, -1.489], [4.599, -3.038, -2.557], [2.524, -2.275, -1.439], [2.406, 1.239, -1.521], [0.775, 0.235, -1.104], [0.547, -0.656, -2.831], [-0.386, 1.821, -1.323], [-1.926, 1.807, -1.246], [-2.381, 3.083, -1.976], [-2.421, 1.904, 0.199], [-1.562, 0.773, 1.552], [-2.588, 1.462, 3.073], [-2.629, -0.864, 1.303], [-2.494, 0.566, -1.943], [-4.421, 0.588, -2.438], [-4.269, -0.940, -3.658], [-5.190, -0.435, -0.949], [2.218, 1.892, -2.375], [3.228, 0.567, -1.759], [2.690, 1.848, -0.661], [0.364, 0.099, -3.596], [-0.282, -1.360, -2.808], [1.463, -1.189, -3.083], [-0.098, 2.168, -2.321], [0.014, 2.549, -0.609], [-1.827, 3.948, -1.607], [-3.444, 3.270, -1.821], [-2.211, 3.001, -3.051], [-3.496, 1.703, 0.241], [-2.276, 2.928, 0.557], [-3.638, 1.572, 2.802], [-2.193, 2.430, 3.379], [-2.511, 0.775, 3.916], [-3.647, -0.606, 1.012], [-2.677, -1.413, 2.244], [-2.205, -1.505, 0.527], [-2.276, -0.341, -1.365], [-1.998, 0.456, -2.911], [-3.744, -0.641, -4.563], [-5.267, -1.272, -3.938], [-3.740, -1.769, -3.188], [-5.273, 0.173, -0.050], [-4.613, -1.337, -0.737], [-6.198, -0.726, -1.244], [0.198, -0.755, 3.883], [0.384, -1.577, 2.718], [-0.586, -1.095, 4.436], [-0.005, 0.193, 3.569], [-0.513, -1.863, 2.313], [0.857, -2.423, 3.040]],
  "forces_ev_per_angstrom": [[-0.76, -0.03, 0.38], [-0.06, 0.00, -0.02], [0.01, -0.01, -0.05], [0.03, 0.03, -0.02], [0.21, 0.05, 0.05], [-0.05, -0.03, 0.02], [-0.02, 0.02, -0.02], [-0.04, 0.01, 0.03], [-0.08, 0.00, -0.02], [0.02, 0.03, 0.06], [-0.02, 0.02, -0.07], [0.49, -0.20, -0.33], [0.02, 0.03, 0.09], [-0.03, 0.00, 0.04], [0.03, 0.00, 0.00], [0.04, -0.01, -0.01], [0.00, -0.03, -0.05], [0.06, 0.00, 0.03], [-0.01, 0.07, -0.02], [0.03, 0.06, -0.14], [0.00, 0.02, 0.02], [0.04, 0.01, 0.00], [0.05, 0.01, 0.00], [-0.08, -0.06, 0.03], [-0.05, 0.11, 0.08], [-0.18, 0.10, -0.03], [-0.05, 0.01, -0.03], [0.03, 0.04, 0.04], [0.07, -0.09, -0.07], [0.02, 0.00, 0.02], [-0.02, -0.01, 0.01], [-0.07, -0.04, -0.06], [0.01, -0.02, 0.04], [-0.04, -0.03, 0.02], [-0.01, -0.03, -0.04], [0.00, -0.03, 0.01], [0.01, 0.03, 0.01], [0.00, 0.01, 0.01], [0.01, 0.00, 0.04], [-0.02, 0.01, -0.04], [0.01, 0.03, 0.02], [0.03, -0.01, -0.01], [0.01, 0.00, -0.02], [0.03, 0.07, 0.00], [0.02, -0.03, 0.02], [0.00, 0.00, 0.03], [-0.01, 0.00, -0.02], [0.00, 0.01, -0.02], [0.18, -0.02, 0.15], [0.02, -0.06, 0.03], [0.02, -0.02, 0.06], [-0.01, 0.05, -0.08], [0.02, -0.01, -0.02], [0.01, 0.02, 0.00], [-0.01, 0.00, 0.00], [0.01, 0.00, 0.01], [-0.03, 0.01, -0.04], [-0.04, 0.03, -0.04], [-0.02, -0.01, 0.00], [-0.06, 0.03, 0.03], [-0.06, -0.15, -0.06], [0.09, 0.07, -0.11], [0.06, -0.27, 0.06], [0.23, 0.04, 0.09], [-0.09, 0.21, -0.05]]
}